#A
Density functional theory data (the ωB97M-V functional and the def2-TZVPD basis) for a cluster of 2 separate species, C2H2O2S in total.

Geometry as ORCA input:
```
! wB97M-V def2-TZVPD RIJCOSX def2/J DEFGRID3
* xyz 0 1
C 0.18002 -1.05065 -1.18703
O -0.02552 1.47501 1.97920
H 0.26743 -0.55688 -2.09681
S -0.65915 1.13387 0.73191
H 0.38144 -1.63638 0.98153
O -0.30923 1.95046 -0.40899
C 0.16501 -1.31543 0.00020
*
```

Summary:
HOMO-LUMO gap: 9.93 eV
E_LUMO: -0.87 eV
HOMO level: -10.80 eV

List of Löwdin charges in e, atom by atom:
1. C 0.02
2. O -0.42
3. H 0.03
4. S 0.84
5. H 0.03
6. O -0.43
7. C -0.07

#B
Density functional theory data (the ωB97M-V functional and the def2-TZVPD basis) for a cluster of 2 separate species, C2H2O2S in total.

Geometry as ORCA input:
```
! wB97M-V def2-TZVPD RIJCOSX def2/J DEFGRID3
* xyz 0 1
C -0.19065 -0.03386 -1.11846
H -0.05857 1.37610 -1.48633
S 1.43181 1.16738 0.36397
O -0.65557 -0.68121 1.21381
H -0.12631 -0.68739 2.21686
C 0.03054 0.15438 0.33790
O -0.43126 -1.29539 -1.52776
*
```

Summary:
HOMO-LUMO gap: 8.25 eV
E_LUMO: -1.54 eV
HOMO level: -9.79 eV

List of Löwdin charges in e, atom by atom:
1. C -0.28
2. H 0.19
3. S 0.69
4. O -0.03
5. H 0.24
6. C -0.77
7. O -0.04

Calculated relative energies: #A 0.0; #B 152.9, given in kJ/mol

#A
Density functional theory data (the ωB97M-V functional and the def2-TZVPD basis) for a structure of composition CH5BO.

Geometry as ORCA input:
```
! wB97M-V def2-TZVPD RIJCOSX def2/J DEFGRID3
* xyz 0 1
H -3.00288 0.43013 0.07092
H -0.88145 -1.29836 -1.44932
H 1.04958 -0.69018 1.05144
B -0.61046 -0.55652 -0.49172
H 1.23714 0.70950 -0.08657
H 1.45914 -0.91210 -0.61752
O -2.08283 0.48842 0.38727
C 0.82496 -0.40186 -0.01302
*
```

Summary:
HOMO-LUMO gap: 10.18 eV
E_LUMO: 0.12 eV
HOMO level: -10.06 eV

List of Löwdin charges in e, atom by atom:
1. H -0.02
2. H 0.06
3. H 0.09
4. B 0.10
5. H 0.13
6. H 0.00
7. O -0.26
8. C -0.09

#B
Density functional theory data (the ωB97M-V functional and the def2-TZVPD basis) for an isolated molecule of CH5BO.

Geometry as ORCA input:
```
! wB97M-V def2-TZVPD RIJCOSX def2/J DEFGRID3
* xyz 0 1
O 0.21689 -0.40710 0.58979
H 1.04795 0.69684 -1.04529
H -1.63865 -0.13231 1.04209
H -1.25302 -0.67263 -0.73126
C -1.02921 -0.03919 0.12707
B 1.30593 0.01130 -0.08536
H 2.32473 -0.39165 0.39367
H -0.97461 0.93473 -0.29071
*
```

Summary:
HOMO-LUMO gap: 12.11 eV
E_LUMO: 0.89 eV
SMILES: BOC
HOMO level: -11.22 eV

List of Löwdin charges in e, atom by atom:
1. O -0.11
2. H 0.06
3. H 0.11
4. H 0.10
5. C -0.12
6. B -0.14
7. H 0.04
8. H 0.06

Calculated relative energies: #A 208.1; #B 0.0, given in kJ/mol